(1)
Below is C31H39IrN6O4SSi2 as an isolated structure, with properties calculated with ωB97M-V/def2-TZVPD.

## Properties
energy above the lowest of the compared OMol25 structures with the same formula, charge and spin	55.8	kcal/mol
F_max	1.5	eV/A
frontier orbital gap	6.706	eV
lowest unoccupied orbital energy	-6.64	eV

```
! RIJCOSX wB97M-V def2-TZVPD def2/J DEFGRID3
* xyz 2 1
Ir -0.106 -0.122 -0.126
O 2.631 -5.581 4.552
N 2.861 -4.447 4.212
O 3.772 -3.751 4.617
C 1.924 -3.827 3.238
C 0.665 -4.273 3.260
C -0.313 -3.721 2.368
C -1.637 -4.186 2.310
C -2.485 -3.651 1.379
C -2.021 -2.621 0.557
N -0.792 -2.126 0.632
C 0.064 -2.702 1.503
C 1.431 -2.271 1.445
N 1.749 -1.374 0.469
C 3.024 -1.067 0.295
C 4.034 -1.543 1.129
C 3.719 -2.394 2.152
C 2.383 -2.819 2.307
H 0.390 -5.068 3.941
H -1.958 -4.979 2.976
H -3.501 -4.007 1.266
H -2.672 -2.205 -0.193
H 3.265 -0.435 -0.550
H 5.056 -1.233 0.960
H 4.483 -2.747 2.827
O -6.519 -2.235 -1.761
C -7.249 -1.108 -1.298
N -6.381 -0.379 -0.411
C -5.324 0.316 -0.882
O -5.139 0.551 -2.067
C -4.294 0.740 0.133
C -4.448 1.681 1.136
C -3.347 1.971 1.932
C -2.136 1.362 1.675
N -1.977 0.477 0.672
C -3.060 0.171 -0.052
H -7.088 -2.761 -2.334
H -8.129 -1.409 -0.734
H -7.535 -0.456 -2.120
H -6.423 -0.585 0.574
H -5.399 2.176 1.302
H -3.417 2.687 2.739
H -1.275 1.584 2.269
H -2.944 -0.547 -0.837
C 3.448 2.803 -1.973
Si 1.799 1.961 -2.154
C 2.082 0.366 -3.107
C 0.638 3.126 -3.011
C 1.296 1.372 -0.410
Si 0.958 2.699 0.890
C -0.590 3.632 0.461
C 0.873 1.688 2.494
C 2.422 3.813 1.057
H 3.950 2.817 -2.946
H 4.109 2.295 -1.264
H 3.337 3.841 -1.649
H 1.962 0.508 -4.188
H 1.398 -0.415 -2.776
H 3.107 0.007 -2.948
H 1.197 3.693 -3.763
H 0.204 3.846 -2.310
H -0.186 2.621 -3.514
H 2.218 0.924 -0.043
H -1.332 2.998 -0.028
H -0.350 4.449 -0.225
H -1.052 4.086 1.346
H 0.424 0.695 2.356
H 0.329 2.193 3.302
H 1.895 1.527 2.859
H 2.484 4.540 0.244
H 3.354 3.240 1.076
H 2.355 4.372 1.998
S -1.288 0.557 -2.060
C -1.664 -0.512 -3.376
N -2.956 -0.441 -3.772
C -3.437 -1.059 -4.874
C -2.614 -1.833 -5.637
C -1.281 -1.971 -5.241
C -0.809 -1.325 -4.115
H -3.603 0.106 -3.198
H -4.481 -0.891 -5.097
H -2.997 -2.321 -6.522
H -0.607 -2.583 -5.828
H 0.219 -1.417 -3.802
*
```

(2)
Below is C31H39KN6P2S as an isolated structure, with properties calculated with ωB97M-V/def2-TZVPD.

## Properties
F_max	1.1	eV/A
frontier orbital gap	5.646	eV
lowest unoccupied orbital energy	-0.89	eV

```
! RIJCOSX wB97M-V def2-TZVPD def2/J DEFGRID3
* xyz 0 1
K -0.391 0.152 1.081
C -1.923 2.980 -1.273
P -0.881 1.496 -1.581
C 0.583 2.356 -2.373
N 0.387 3.090 -3.438
C 1.448 3.735 -3.982
C 1.263 4.523 -5.150
C 2.325 5.169 -5.699
C 3.620 5.066 -5.113
C 3.815 4.326 -3.990
C 2.719 3.643 -3.399
N 2.912 2.925 -2.264
C 1.894 2.280 -1.754
P 2.131 1.363 -0.133
C 3.072 2.651 0.782
C 3.413 0.067 -0.535
C 2.779 -0.856 -1.584
C 3.630 -0.719 0.767
C 4.758 0.584 -1.039
C -1.760 0.609 -2.968
C -2.944 -0.104 -2.296
C -2.282 1.471 -4.117
C -0.778 -0.440 -3.503
H -2.009 3.599 -2.166
H -1.474 3.567 -0.470
H -2.911 2.674 -0.930
H 0.269 4.585 -5.574
H 2.190 5.769 -6.590
H 4.453 5.587 -5.569
H 4.787 4.236 -3.522
H 3.903 3.043 0.198
H 3.435 2.240 1.724
H 2.391 3.467 1.023
H 1.824 -1.268 -1.240
H 3.446 -1.697 -1.793
H 2.597 -0.333 -2.528
H 2.697 -1.129 1.162
H 4.081 -0.102 1.546
H 4.304 -1.561 0.580
H 4.657 1.194 -1.937
H 5.402 -0.272 -1.275
H 5.269 1.182 -0.281
H -3.690 0.604 -1.927
H -2.631 -0.728 -1.454
H -3.439 -0.755 -3.023
H -3.053 2.167 -3.775
H -2.739 0.818 -4.869
H -1.492 2.049 -4.593
H -0.411 -1.095 -2.707
H 0.088 0.023 -3.984
H -1.275 -1.068 -4.249
S -1.455 1.796 3.211
C -2.070 0.236 3.673
N -2.837 0.136 4.715
N -3.194 -1.142 5.114
C -2.324 -2.027 5.751
C -0.942 -1.957 5.591
C -0.127 -2.864 6.256
C -0.663 -3.851 7.072
C -2.043 -3.919 7.223
C -2.868 -3.013 6.577
N -1.962 -0.845 2.732
N -2.012 -2.007 3.146
C -2.281 -2.994 2.119
C -2.853 -4.173 2.564
C -3.081 -5.212 1.671
C -2.711 -5.090 0.337
C -2.128 -3.908 -0.107
C -1.929 -2.864 0.787
H -4.124 -1.152 5.496
H -0.509 -1.185 4.972
H 0.947 -2.796 6.130
H -0.018 -4.551 7.587
H -2.483 -4.678 7.860
H -3.945 -3.066 6.706
H -3.121 -4.256 3.611
H -3.540 -6.128 2.023
H -2.867 -5.912 -0.350
H -1.834 -3.799 -1.144
H -1.482 -1.941 0.466
*
```

(3)
Below is C31H39N2OSiV as an isolated structure, with properties calculated with ωB97M-V/def2-TZVPD.

## Properties
F_max	2.9	eV/A
frontier orbital gap (spin up / spin down)	6.455 / 7.320	eV
expectation value of S²	0.8164
lowest unoccupied orbital energy (spin up / spin down)	-4.22 / -3.48	eV

```
! RIJCOSX wB97M-V def2-TZVPD def2/J DEFGRID3
* xyz 1 2
C -2.222 0.707 -1.484
C -1.542 -0.261 -2.272
C -1.152 -1.326 -1.432
H -1.445 -0.246 -3.358
C -1.622 -1.060 -0.106
C -2.333 0.168 -0.139
H -1.640 -1.760 0.720
C 1.419 2.669 -1.451
C 0.589 2.000 -2.401
C 0.961 0.609 -2.397
H -0.109 2.445 -3.094
C 1.876 0.415 -1.302
C 2.168 1.710 -0.750
H -0.706 -2.263 -1.750
H -2.901 0.551 0.698
H -2.707 1.593 -1.869
H 2.922 1.882 0.027
H 0.728 -0.155 -3.128
H 1.504 3.745 -1.303
V -0.199 0.687 -0.570
C 2.429 -0.904 -0.816
C 3.845 -0.584 -0.332
C 2.451 -1.917 -1.957
H 4.314 0.062 -1.086
H 4.485 -1.459 -0.229
H 3.834 -0.055 0.625
H 2.971 -1.488 -2.819
H 1.446 -2.206 -2.297
H 2.974 -2.837 -1.677
C 1.419 -1.440 0.251
C 2.002 -2.359 1.311
H 0.624 -2.031 -0.229
H 0.965 -0.582 0.836
O 2.836 -1.845 2.077
N 1.472 -3.670 1.382
C 0.023 -3.869 1.576
H 1.978 -4.219 2.062
C -0.735 -4.383 0.359
C -2.145 -4.434 0.349
H -2.702 -4.171 1.260
C -2.827 -4.790 -0.824
H -3.921 -4.768 -0.843
C -2.109 -5.173 -1.964
H -2.635 -5.445 -2.874
C -0.713 -5.231 -1.918
H -0.128 -5.571 -2.773
C -0.030 -4.843 -0.756
H 1.062 -4.893 -0.673
H -0.402 -2.905 1.882
H -0.143 -4.575 2.405
C -3.607 3.037 0.231
Si -1.816 3.595 0.274
C -1.381 4.447 -1.322
C -1.736 4.791 1.693
N -0.679 2.207 0.570
C 0.207 2.220 1.670
C 0.351 1.082 2.503
C 1.291 1.094 3.533
C 2.054 2.232 3.785
C 1.903 3.366 2.981
C 1.003 3.357 1.923
H -4.249 3.895 0.483
H -3.805 2.247 0.965
H -3.919 2.673 -0.754
H -2.068 5.298 -1.456
H -0.360 4.841 -1.323
H -1.490 3.790 -2.190
H -1.655 4.278 2.658
H -0.896 5.490 1.604
H -2.663 5.380 1.702
H -0.303 0.215 2.339
H 1.418 0.202 4.141
H 2.779 2.241 4.602
H 2.487 4.266 3.169
H 0.905 4.230 1.271
*
```

(4)
Below is C31H39N5O3V as an isolated structure, with properties calculated with ωB97M-V/def2-TZVPD.

## Properties
energy above the lowest of the compared OMol25 structures with the same formula, charge and spin	22.0	kcal/mol
F_max	5.2	eV/A
frontier orbital gap (spin up / spin down)	7.717 / 7.854	eV
expectation value of S²	0.7966
lowest unoccupied orbital energy (spin up / spin down)	0.40 / 0.43	eV

```
! RIJCOSX wB97M-V def2-TZVPD def2/J DEFGRID3
* xyz 0 2
O -0.101 0.040 -0.530
V 0.608 -0.475 0.840
C 2.296 2.281 -1.597
C 3.104 1.582 -0.503
C 3.917 2.629 0.282
O 2.337 0.837 0.350
H 2.995 2.812 -2.253
H 1.607 3.015 -1.166
H 1.670 1.651 -2.233
H 3.894 0.972 -0.981
H 3.317 3.258 0.945
H 4.520 3.259 -0.379
H 4.627 2.089 0.916
C -2.049 -2.700 -0.308
C -2.155 -2.154 1.114
C -2.879 -3.120 2.074
O -0.943 -1.743 1.638
H -1.492 -3.637 -0.389
H -1.640 -1.953 -0.985
H -3.079 -2.924 -0.615
H -2.811 -1.269 1.041
H -3.868 -3.371 1.683
H -3.104 -2.554 2.983
H -2.250 -3.973 2.320
N -0.477 1.226 2.068
C -1.318 1.013 3.085
C -1.973 2.056 3.732
C -1.714 3.351 3.335
C -0.815 3.599 2.305
C -0.172 2.490 1.769
H -1.537 -0.018 3.330
H -2.677 1.820 4.517
H -2.304 4.191 3.688
H -0.517 4.590 2.000
H 0.541 2.611 0.959
N 1.804 -0.731 2.763
C 2.012 -1.911 3.373
C 2.679 -2.050 4.570
C 3.279 -0.929 5.134
C 3.124 0.289 4.518
C 2.399 0.325 3.317
H 1.476 -2.770 2.989
H 2.757 -3.012 5.054
H 3.901 -1.089 6.007
H 3.463 1.197 4.993
H 2.255 1.304 2.881
N -0.102 -0.594 -3.559
C -1.407 -0.258 -3.599
C -2.067 0.263 -4.699
C -1.359 0.302 -5.903
C -0.042 -0.103 -5.912
C 0.555 -0.473 -4.713
H -1.868 -0.402 -2.628
H -3.105 0.539 -4.584
H -1.868 0.560 -6.823
H 0.576 -0.067 -6.800
H 1.608 -0.732 -4.658
N -2.708 1.358 -0.692
C -4.025 1.253 -0.492
C -4.937 2.023 -1.201
C -4.465 3.076 -1.963
C -3.100 3.191 -2.166
C -2.257 2.321 -1.487
H -4.320 0.444 0.165
H -6.008 1.896 -1.094
H -5.101 3.709 -2.572
H -2.647 3.950 -2.792
H -1.180 2.377 -1.616
N 1.462 -2.151 -0.285
C 1.412 -3.411 0.135
C 2.086 -4.498 -0.415
C 2.912 -4.196 -1.484
C 2.907 -2.909 -2.027
C 2.174 -1.924 -1.406
H 0.867 -3.518 1.070
H 1.974 -5.466 0.046
H 3.547 -5.005 -1.828
H 3.576 -2.743 -2.859
H 2.204 -0.916 -1.796
*
```